Below is a cluster of 13 separate species, C25H76N4O13 in total, with properties calculated with ωB97M-V with the def2-TZVPD basis set.

**Calculated total energy**: -2194.82577 a.u.
**ΔE to the lowest compared entry with this formula, charge and spin**: 218.6 kcal per mole
**HOMO-LUMO gap**: 8.66 eV

Positions of all 118 atoms, in Å:
1 C -0.2352 2.6119 1.1708
2 O 0.9228 1.9629 1.5508
3 H -0.1082 3.3769 0.3718
4 H -0.6582 3.1689 1.9978
5 H -0.9292 1.9259 0.7048
6 H 1.2198 1.3299 0.8298
7 C -3.9332 0.2249 -2.9442
8 O -4.4072 -0.8511 -2.2262
9 H -2.8422 0.2779 -2.8832
10 H -4.4562 1.0829 -2.5732
11 H -4.1142 0.0869 -3.9692
12 H -4.9152 -1.3921 -2.7602
13 C 3.2338 -2.2421 -1.9502
14 O 2.4368 -2.9231 -0.9792
15 H 3.8488 -2.8911 -2.5242
16 H 3.9178 -1.4921 -1.6052
17 H 2.5108 -1.8011 -2.5692
18 H 1.9938 -2.2281 -0.4502
19 C 4.8338 1.0409 0.8088
20 O 4.5318 -0.2731 0.3668
21 H 5.7118 1.0859 1.4848
22 H 3.8988 1.6359 1.0248
23 H 5.0498 1.5599 -0.1562
24 H 5.3748 -0.7031 0.1758
25 C -0.7492 -0.2441 3.6568
26 O -0.0742 0.9229 3.9388
27 H -1.7852 -0.0471 3.7958
28 H -0.4412 -0.9101 4.4488
29 H -0.5982 -0.5461 2.5308
30 H -0.1722 1.4549 3.1808
31 C 0.8238 1.2109 -4.1922
32 O 1.5078 0.0999 -3.6222
33 N -0.3512 1.5749 -3.7002
34 N 1.2048 1.9169 -5.2322
35 H -0.6072 1.1459 -2.8252
36 H -1.0152 2.1399 -4.2622
37 H 2.0878 1.6109 -5.7112
38 H 0.5718 2.7039 -5.4972
39 C 0.7458 -0.2601 -0.5912
40 O -0.3912 0.2699 -1.2372
41 N 1.8898 0.3379 -0.5302
42 N 0.6088 -1.2341 0.2628
43 H 2.1978 0.9589 -1.2832
44 H 2.6958 -0.0421 -0.0642
45 H -0.1892 -1.9241 -0.0082
46 H 1.2578 -1.4281 1.0718
47 C -5.5842 0.9889 2.1818
48 C -4.7932 0.7869 0.9318
49 C -3.3272 0.4569 1.2658
50 O -5.2352 -0.1191 0.2308
51 H -5.2382 1.9069 2.8248
52 H -5.6232 0.1259 2.8138
53 H -6.5992 1.1899 1.9888
54 H -4.8442 1.7319 0.2648
55 H -2.7332 0.5879 0.3758
56 H -3.1752 -0.6081 1.6048
57 H -2.9452 1.0489 2.0188
58 H -4.7742 -0.1651 -0.5862
59 C 2.3528 3.3279 -1.4122
60 C 3.3478 2.8559 -2.5362
61 C 4.5838 3.7699 -2.7202
62 O 3.6348 1.6539 -2.4552
63 H 2.8808 3.2199 -0.4662
64 H 1.3578 2.9489 -1.4122
65 H 2.2178 4.4279 -1.4632
66 H 2.8028 2.8699 -3.4362
67 H 4.3488 4.8209 -2.7322
68 H 5.0488 3.4979 -3.7082
69 H 5.2588 3.5229 -1.9292
70 H 3.9598 1.4459 -3.3722
71 C -3.1722 4.2429 0.7198
72 C -3.4762 4.0539 -0.7272
73 C -2.4222 3.1699 -1.4202
74 O -4.6312 3.7219 -1.0262
75 H -3.8712 4.9789 1.1388
76 H -2.1972 4.7319 0.8438
77 H -3.2602 3.3189 1.2818
78 H -3.4022 5.0419 -1.1342
79 H -1.3782 3.4949 -1.3032
80 H -2.5502 2.7939 -2.4402
81 H -2.5052 2.2099 -0.9042
82 H -4.7752 3.7589 -1.9862
83 C -1.0412 -5.6951 2.7118
84 C 0.1468 -4.8961 3.0008
85 C 0.0498 -3.5441 2.3518
86 O 0.5818 -4.8551 4.1608
87 H -1.3242 -5.6651 1.6388
88 H -1.9632 -5.2721 3.1918
89 H -0.9032 -6.7911 2.9198
90 H 0.9448 -5.3721 2.4628
91 H -0.7872 -3.3761 1.7238
92 H 0.9118 -3.2801 1.7058
93 H 0.1128 -2.7751 3.1418
94 H 1.4798 -4.5581 4.1838
95 C 2.6728 -0.9511 4.7378
96 C 3.0878 -0.9201 3.2758
97 C 3.6318 -2.2341 2.7918
98 O 2.2368 -0.6791 2.4188
99 H 2.2358 0.0469 5.0698
100 H 3.5428 -1.0771 5.3588
101 H 2.0108 -1.7851 4.9658
102 H 3.9318 -0.1301 3.1628
103 H 2.9868 -3.0181 3.2768
104 H 4.6858 -2.4581 3.0698
105 H 3.6898 -2.5051 1.8108
106 H 1.9298 0.1979 2.5868
107 C -1.0782 -2.3181 -3.1012
108 C -1.9202 -2.7551 -1.8812
109 C -1.1782 -4.0341 -1.3002
110 O -1.9402 -1.9121 -0.9522
111 H -0.0862 -1.8441 -2.8252
112 H -1.5772 -1.3961 -3.3522
113 H -0.7812 -3.1361 -3.7762
114 H -2.8792 -2.9271 -2.2232
115 H -1.5542 -4.3001 -0.3152
116 H -0.1242 -3.9581 -1.0132
117 H -1.3032 -4.8501 -2.0042
118 H -1.8172 -1.0771 -1.3122

Force components x, y, z for each atom (eV/Å):
-0.8 1.0 -1.6
1.6 -1.1 -0.3
0.5 -0.2 0.4
-0.2 -0.2 0.4
-0.5 -0.3 0.3
-0.5 1.3 0.8
0.8 0.3 0.0
1.2 0.0 2.2
-0.1 0.4 0.5
0.2 1.1 0.0
-0.5 0.1 -1.6
-1.6 -1.7 -1.4
-0.7 -0.3 0.3
1.0 0.1 0.8
0.2 -1.2 -0.4
0.1 0.5 0.8
-0.5 1.0 -1.5
0.3 -0.8 -0.6
-0.2 1.6 -2.3
0.0 -0.5 0.9
-1.0 0.2 0.0
0.9 -1.2 1.0
0.8 0.2 0.7
-0.3 -0.1 -0.1
-0.1 -0.6 -1.6
1.2 0.6 1.4
-1.3 -0.3 0.0
0.1 -1.0 -0.4
-0.1 -0.1 2.3
0.2 1.3 -1.2
2.1 -6.3 3.6
-2.8 6.0 -3.4
-1.4 0.8 -0.4
1.7 0.7 -2.1
-0.2 -0.3 0.7
0.9 -0.7 0.9
-1.7 0.9 0.4
1.6 -1.1 -0.1
-6.5 2.7 -2.0
5.0 -2.1 2.2
2.7 2.7 -1.5
-2.4 -4.1 0.9
-0.6 -0.4 0.1
0.1 -0.8 0.2
1.4 1.8 1.1
-0.8 0.5 -1.2
0.6 2.3 1.8
4.4 7.6 4.0
-0.3 -1.5 -0.6
-5.3 -7.9 -4.6
-0.3 -1.7 -1.2
0.5 -0.7 0.4
-1.4 0.4 -0.6
0.5 -0.3 1.6
0.4 -0.1 -0.4
-0.6 0.9 -0.4
1.0 1.6 1.6
0.4 -0.8 -1.3
2.2 1.8 -0.3
-3.4 9.5 -0.2
-0.6 -0.8 -0.9
4.0 -9.7 0.1
-0.4 -0.4 0.4
-0.5 -0.9 -0.1
0.2 -0.4 -0.3
-1.4 1.7 -1.6
-0.1 0.4 0.0
-0.2 0.3 0.9
0.7 0.1 0.5
-0.4 -1.0 1.7
-0.4 0.5 0.9
8.7 3.3 -0.5
0.8 -1.3 0.9
-10.0 -3.8 -1.9
-0.1 -0.3 0.0
0.0 -0.5 -0.1
0.2 -0.1 0.2
1.3 1.5 -0.3
-0.4 0.1 -0.1
-0.5 1.0 -0.3
0.3 -0.1 0.3
0.0 -0.1 0.6
-2.8 -1.6 -0.1
-0.3 -0.1 -9.4
1.3 2.1 0.1
1.5 0.1 10.3
0.6 0.2 0.4
0.7 -0.6 0.1
-0.3 1.0 0.3
0.4 -0.8 -1.6
-1.2 0.1 -0.3
-0.1 -0.7 0.3
-0.5 -0.2 -0.3
0.6 0.2 0.2
-0.4 1.4 0.5
8.9 -1.5 4.6
1.6 -2.4 4.3
-7.8 2.7 -6.3
0.2 -1.3 -0.6
0.6 -0.2 0.2
-0.4 0.1 -0.1
-0.6 -0.9 0.6
0.7 0.3 -0.4
-0.6 0.2 0.6
-0.7 0.3 -3.2
-1.4 1.3 -0.2
1.5 0.9 1.5
4.8 -6.6 -4.0
-1.1 -0.1 0.0
-0.5 3.3 6.7
-0.8 -0.9 0.3
-0.4 0.1 -1.9
-1.0 0.7 -0.3
-2.3 -1.3 -0.9
-0.9 -0.3 -0.1
0.2 0.8 -1.0
0.1 -0.4 0.1
0.6 3.2 -0.3